1.
{"formula": "CCl4O2P", "method": "ωB97M-V/def2-TZVPD", "species": ["C", "O", "O", "P", "Cl", "Cl", "Cl", "Cl"], "coordinates": [[-0.0370, 0.2596, 0.7860], [0.8249, -1.7543, -0.8993], [1.1214, 0.7373, -1.5569], [0.3422, -0.3681, -0.9684], [-1.8304, -0.1528, 1.8046], [1.2050, -0.3391, 1.7825], [-0.1030, 1.9737, 0.7885], [-1.5232, -0.3561, -1.7372]], "forces_ev_per_a": [[-1.9, -0.1, 0.7], [-0.2, -0.3, 0.2], [0.0, 0.1, 0.0], [0.6, -0.2, -0.3], [1.8, -0.1, -1.3], [0.7, -0.4, 0.9], [0.0, 1.1, 0.1], [-0.9, 0.1, -0.4]], "nbo_charge": [-0.4011, -1.1163, -1.1125, 2.1085, -0.2268, 0.0663, 0.0484, -0.3665], "charge": -1, "gap_ev": 9.12, "spin_multiplicity": 1, "smiles": "O=[P@@]([O-])(Cl)C(Cl)(Cl)Cl", "total_energy_ha": -2370.8723, "de_lowest_ev": 0.421}

2.
{"formula": "C4H8BrOP", "method": "ωB97M-V/def2-TZVPD", "species": ["C", "C", "C", "C", "O", "P", "Br", "H", "H", "H", "H", "H", "H", "H", "H"], "coordinates": [[-1.8901, 1.2371, -1.0361], [-1.3513, 0.8941, 0.1167], [0.8261, -1.9468, -0.1534], [0.1203, 0.9028, 0.3902], [0.2795, 0.4916, 1.8028], [1.0911, -0.2186, -0.7753], [3.0080, 0.2767, 0.0870], [-2.9852, 1.4942, -1.2701], [-1.1610, 1.4835, -1.8559], [-1.9991, 0.3891, 0.8690], [1.8177, -2.3786, -0.0606], [0.1687, -2.5075, -0.7992], [0.3939, -1.9148, 0.7893], [0.5846, 1.8998, 0.2538], [1.0969, -0.1024, 1.6419]], "forces_ev_per_a": [[-0.4, 1.6, -2.0], [-1.1, -1.2, 0.5], [0.8, 0.9, -0.9], [-0.2, -0.6, 1.4], [2.2, -1.2, -2.2], [-1.5, 0.1, -1.3], [1.4, 0.1, 0.6], [1.8, -1.1, 0.6], [-0.9, 0.1, 0.7], [0.7, 1.0, -0.1], [0.0, -0.3, -0.2], [0.0, -0.1, -0.4], [-0.8, -0.1, 2.0], [-0.4, -0.4, 0.0], [-1.7, 1.4, 1.6]], "nbo_charge": [-0.3903, -0.2293, -0.9491, -0.2334, -0.7187, 0.6967, -0.2217, 0.2215, 0.1906, 0.2265, 0.2491, 0.2475, 0.2313, 0.2146, 0.4647], "charge": 0, "gap_ev": 9.73, "spin_multiplicity": 1, "smiles": "C=C[C@@H](O)P(C)Br", "total_energy_ha": -3147.7755, "de_lowest_ev": 0.869}

3.
{"formula": "C5H12IN2", "method": "ωB97M-V/def2-TZVPD", "species": ["C", "C", "C", "C", "C", "N", "N", "I", "H", "H", "H", "H", "H", "H", "H", "H", "H", "H", "H", "H"], "coordinates": [[0.2320, 0.2417, -0.4348], [-1.9422, -1.8152, 1.5136], [2.5115, 1.3578, -0.8668], [-1.8533, -0.9588, 0.2693], [1.4574, 1.1457, 0.2412], [-0.6032, -0.2126, 0.4432], [0.1332, 0.2909, -1.7530], [0.6870, 3.0377, 0.8668], [-1.8915, -1.3265, 2.4037], [-3.0181, -2.2785, 1.5699], [-1.3362, -2.7470, 1.5344], [2.6769, 0.3304, -1.2730], [3.2503, 1.8851, -0.3071], [2.3086, 2.1387, -1.7372], [-1.8855, -1.5386, -0.6370], [-2.6629, -0.1816, 0.1726], [1.8126, 0.4878, 1.1227], [-0.2210, -0.5423, 1.3493], [0.8946, 0.8814, -2.2356], [-0.5501, -0.1962, -2.2423]], "forces_ev_per_a": [[2.1, 3.2, 0.8], [-3.6, -3.8, -2.2], [-1.1, 0.5, -0.5], [-0.7, 1.1, 0.3], [-1.6, -2.3, -1.6], [0.1, -2.1, 0.7], [2.7, 1.9, 1.2], [-0.1, -0.4, 0.1], [0.5, 1.8, 2.4], [1.8, 0.9, -0.3], [0.1, 0.9, -0.3], [1.0, 1.1, 0.2], [1.6, -0.3, -0.1], [-0.3, -1.7, 1.8], [0.2, -0.4, -0.4], [0.5, -0.9, 0.4], [-0.2, 1.4, -1.4], [0.2, 1.3, -0.7], [-2.0, -1.5, 0.8], [-1.3, -0.8, -1.2]], "nbo_charge": [0.5551, -0.6611, -0.6918, -0.2371, -0.3849, -0.5304, -0.7385, 0.2173, 0.2256, 0.2571, 0.2402, 0.2324, 0.2659, 0.2402, 0.2117, 0.2302, 0.2569, 0.4327, 0.4541, 0.4243], "charge": 1, "gap_ev": 9.60, "spin_multiplicity": 1, "smiles": "CCNC(=[NH2+])[C@@H](C)I", "total_energy_ha": -604.6416, "de_lowest_ev": 1.023}

4.
{"formula": "C3Co2NO12", "method": "ωB97M-V/def2-TZVPD", "species": ["Co", "Co", "N", "O", "O", "O", "C", "O", "O", "O", "C", "O", "O", "O", "C", "O", "O", "O"], "coordinates": [[-2.3386, -0.4860, -1.0579], [0.2855, -0.0629, 0.3704], [3.2374, 0.9097, 1.0980], [2.0108, 0.7416, 1.2941], [4.1248, 0.1750, 0.6263], [3.6722, 1.9206, 1.7805], [0.8415, -0.6870, -2.2540], [-0.3508, -0.4765, -1.7944], [1.2895, -1.4676, -3.1235], [1.6706, -0.4889, -1.2432], [-2.0907, 1.9376, -0.5657], [-2.3200, 3.1469, -0.3040], [-1.2707, 1.1434, -0.0226], [-2.9904, 1.4245, -1.3376], [-1.3358, -2.1647, 1.5522], [-0.4419, -1.2366, 1.9452], [-1.9358, -1.7677, 0.4934], [-2.0576, -2.5613, 2.5427]], "forces_ev_per_a": [[2.7, 0.8, 1.2], [1.4, -0.8, -0.5], [2.4, 2.0, 3.9], [-0.3, -1.3, -1.3], [-2.2, -0.3, -0.7], [0.1, -0.1, -1.3], [2.8, -4.0, 4.3], [-3.5, 0.2, -2.0], [-1.7, 1.2, -2.4], [0.1, 1.9, 0.6], [-2.5, 3.5, 1.1], [1.8, 0.0, 0.4], [0.7, -0.7, 0.7], [-1.0, -3.7, -1.8], [-3.2, 7.2, 5.6], [2.6, -1.5, -1.8], [-1.4, -1.5, -4.6], [1.2, -3.1, -1.4]], "nbo_charge": [1.5356, 1.6002, 0.7193, -0.5732, -0.4782, -0.6120, 0.9467, -0.9960, -0.8047, -0.9124, 0.9504, -0.8073, -0.9009, -0.9118, 0.9231, -0.9130, -0.9672, -0.7986], "charge": -3, "s_squared": 12.015, "gap_ev": [5.68, 5.59], "spin_multiplicity": 7, "total_energy_ha": -3837.3331}